A.
15
Properties=species:S:1:pos:R:3 method="wB97M-V/def2-TZVPD" total_charge=0 spin_multiplicity=1 gap_ev=9.97
C -0.256 1.627 -0.221
C -0.095 0.228 0.235
C -1.589 -0.505 0.143
C 0.895 -0.572 -0.532
C 2.075 -0.906 0.189
H -0.066 1.689 -1.235
H 0.434 2.333 0.564
H -1.506 2.023 -0.220
H 0.375 -0.122 1.205
H -1.921 -0.198 1.625
H -2.409 0.155 -0.878
H 0.345 -1.541 -1.571
H 2.524 -2.000 -0.573
H 2.530 -0.333 1.301
F -1.337 -1.876 -0.032

---

B.
15
Properties=species:S:1:pos:R:3 method="wB97M-V/def2-TZVPD" total_charge=0 spin_multiplicity=1 gap_ev=10.26
C -0.296 1.357 -1.467
C 0.418 1.314 -0.067
C -0.021 0.070 0.798
C -0.006 -1.207 0.164
C 0.035 -2.338 0.897
F 0.676 -2.266 2.079
H 0.215 2.074 -2.181
H -1.337 1.716 -1.465
H -0.159 0.352 -1.929
H 0.167 2.141 0.572
H 1.419 1.200 -0.150
H 0.649 -0.061 1.650
H -1.058 0.235 1.167
H -0.615 -1.212 -0.721
H -0.088 -3.375 0.653

---

Most stable = B

---

A.
22
Properties=species:S:1:pos:R:3 method="wB97M-V/def2-TZVPD" total_charge=+1 spin_multiplicity=1 gap_ev=9.97
C 3.010 -0.619 -0.037
C 2.086 -1.385 0.615
C 2.637 0.649 -0.435
C 0.828 -0.880 0.824
C 1.317 1.125 -0.405
C 0.392 0.323 0.292
C -1.047 0.766 0.399
C -1.929 -0.704 -0.509
N -2.898 -0.326 -1.276
O -1.565 1.761 -0.381
O -1.652 -1.931 -0.199
S -1.702 0.716 2.024
H 3.930 -1.133 -0.296
H 2.353 -2.424 0.799
H 3.448 1.394 -0.926
H 0.176 -1.477 1.396
H 1.212 2.184 -0.640
H -0.856 2.426 -0.690
H -3.032 0.543 -1.722
H -3.495 -1.004 -1.575
H -0.893 -1.907 0.544
H -2.321 1.902 2.199

---

B.
22
Properties=species:S:1:pos:R:3 method="wB97M-V/def2-TZVPD" total_charge=+1 spin_multiplicity=1 gap_ev=7.89
C -2.063 -1.050 -0.856
C -1.769 0.750 0.718
C -3.356 -1.161 -0.310
C -3.074 0.625 1.106
C -1.271 0.000 -0.385
C 0.046 0.219 -0.860
C 2.314 2.025 -0.640
C 2.778 -1.661 0.635
N -3.827 -0.313 0.541
O 0.717 -0.189 -1.763
O 2.242 -0.253 0.926
S 1.245 1.240 0.515
H -1.654 -1.823 -1.470
H -1.179 1.632 1.263
H -3.949 -1.886 -0.761
H -3.671 1.039 1.998
H 2.469 1.348 -1.446
H 3.297 2.196 0.014
H 1.971 3.077 -0.918
H 2.814 -2.131 1.583
H 3.733 -1.526 0.187
H 2.187 -2.158 -0.080

---

Most stable = A

---

A.
20
Properties=species:S:1:pos:R:3 method="wB97M-V/def2-TZVPD" total_charge=+2 spin_multiplicity=1 smiles="C/[N+](=C/N)[NH+](C)C" gap_ev=11.44
C -0.882 0.178 -1.511
N -0.747 0.242 -0.084
C -1.316 1.284 0.566
N -0.875 1.718 1.735
N 0.385 -0.446 0.301
C 1.674 0.019 -0.084
C 0.415 -1.965 -0.155
H -1.879 0.552 -1.855
H -1.018 -0.892 -1.886
H -0.019 0.696 -1.936
H -2.171 1.813 0.103
H -1.255 2.501 2.280
H -0.267 1.059 2.211
H 0.368 -0.332 1.404
H 1.900 1.105 0.201
H 2.433 -0.577 0.444
H 1.832 -0.068 -1.089
H 1.073 -2.584 0.476
H -0.543 -2.335 0.002
H 0.891 -1.967 -1.124

---

B.
20
Properties=species:S:1:pos:R:3 method="wB97M-V/def2-TZVPD" total_charge=+2 spin_multiplicity=1 smiles="C/[N+](=C/N)[NH+](C)C" gap_ev=11.41
C -0.354 1.727 -0.531
N -0.609 0.370 -0.111
C -1.837 -0.071 0.151
N -2.238 -1.261 0.431
N 0.598 -0.483 0.162
C 1.513 0.185 1.139
C 1.380 -0.885 -1.076
H -0.541 2.347 0.401
H -1.156 2.111 -1.196
H 0.546 2.033 -0.922
H -2.497 0.610 -0.362
H -3.266 -1.461 0.495
H -1.771 -2.005 0.905
H 0.214 -1.345 0.550
H 0.971 1.001 1.675
H 1.966 -0.498 1.765
H 2.308 0.692 0.624
H 0.767 -0.936 -1.936
H 2.222 -0.249 -1.192
H 1.783 -1.883 -0.975

---

Most stable = B

---

A.
20
Properties=species:S:1:pos:R:3 method="wB97M-V/def2-TZVPD" total_charge=+2 spin_multiplicity=1 gap_ev=11.67
C -0.890 0.300 -0.234
C -2.746 1.867 -0.111
C 2.885 -1.420 0.582
C 1.018 0.129 0.257
N -1.479 -0.636 -0.921
N -1.383 1.425 0.155
N 1.517 -1.223 0.012
H -2.916 2.809 0.405
H -3.474 1.142 0.253
H -2.898 2.031 -1.179
H 2.864 -1.281 1.661
H 3.230 -2.431 0.370
H 3.584 -0.714 0.135
H 1.501 0.877 -0.360
H 1.010 0.372 1.315
H -1.046 -1.492 -1.237
H -2.443 -0.497 -1.217
H -0.804 2.085 0.662
H 1.567 -1.416 -0.999
H 0.903 -1.927 0.449

---

B.
20
Properties=species:S:1:pos:R:3 method="wB97M-V/def2-TZVPD" total_charge=+2 spin_multiplicity=1 gap_ev=11.02
C 1.864 -1.316 -0.091
C -1.578 -1.037 1.382
C -0.570 0.119 1.147
C -1.021 0.858 -0.077
N 2.980 -0.954 0.292
N -0.117 0.938 -1.002
N -0.395 1.730 -2.193
H 1.191 -0.709 -0.713
H -2.584 -0.699 1.404
H -1.499 -1.855 0.595
H -1.475 -1.510 2.306
H 0.472 -0.118 1.122
H -0.713 0.688 2.093
H 1.591 -2.350 0.233
H -1.896 1.428 -0.333
H 3.203 0.070 0.064
H 3.675 -1.468 0.798
H 0.050 1.364 -3.062
H -0.041 2.719 -2.098
H -1.415 2.011 -2.438

---

Most stable = A

---

A.
10
Properties=species:S:1:pos:R:3 method="wB97M-V/def2-TZVPD" total_charge=-1 spin_multiplicity=1 gap_ev=9.70
C 0.539 0.261 -0.678
C -0.413 -0.493 1.677
N 1.176 -0.329 -1.694
N -0.316 1.187 -0.956
N 0.548 0.250 -2.673
N -0.347 1.072 -2.316
O 0.861 -0.179 1.250
H -0.726 -1.454 1.313
H -0.938 0.304 1.322
H -0.385 -0.619 2.754

---

B.
10
Properties=species:S:1:pos:R:3 method="wB97M-V/def2-TZVPD" total_charge=-1 spin_multiplicity=1 gap_ev="8.05 / 7.91"
C 2.300 -0.092 0.226
C -0.213 0.286 0.278
N 4.225 -0.744 -0.163
N 3.006 -1.208 0.035
N 3.018 1.045 0.211
N 4.231 0.582 -0.060
O -1.045 -0.829 0.324
H -0.021 0.725 1.200
H -0.485 1.036 -0.346
H -0.965 -1.133 -0.643

---

Most stable = A